DFT (ωB97M-V/def2-TZVPD) results for 3 unconnected molecules or ions with the total composition C9H21NO5S3.

```
39
Properties=species:S:1:pos:R:3:forces:R:3:lowdin_charge:R:1
O -1.72784 0.21760 0.88132 -0.1 0.1 0.2 0.122
C -0.57473 0.52560 0.94608 -0.1 0.1 0.0 -0.440
C 0.53726 -0.20287 1.66116 0.2 -0.2 -0.4 -0.077
C 1.54738 -0.34823 0.50444 0.0 -0.1 0.3 -0.312
C 1.42550 -1.68846 -0.21581 -0.1 -0.1 -0.1 -0.231
S 2.32242 -3.00491 0.58295 0.0 0.1 0.1 0.674
O 1.46500 -3.65466 1.53415 0.0 0.0 0.0 -0.346
O 3.05564 -3.75587 -0.39534 0.0 -0.1 -0.1 -0.350
C 1.16378 0.81493 -0.46978 0.0 0.2 0.1 -0.145
N 0.03222 1.57036 0.13463 0.2 -0.5 0.1 0.050
H 0.23344 -1.13624 2.12350 0.0 0.0 0.0 0.116
H 0.94870 0.46066 2.41881 -0.1 0.0 0.2 0.120
H 2.56247 -0.24456 0.89600 0.0 0.1 -0.2 0.124
H 1.78965 -1.64250 -1.24126 0.1 0.0 0.0 0.107
H 0.38829 -2.03137 -0.23147 0.0 0.0 -0.1 0.123
H 3.22748 -2.28295 1.29431 0.1 0.0 0.0 0.074
H 0.82740 0.39243 -1.41358 -0.1 0.2 0.0 0.073
H 1.98512 1.49265 -0.69243 0.1 0.0 0.1 0.123
H 0.43571 2.22962 0.79933 -0.1 0.1 -0.1 0.117
C -2.72302 1.03278 5.86617 0.0 0.0 0.0 -0.273
S -2.00009 -0.33456 4.95216 0.0 0.0 0.0 0.821
O -0.72676 0.17743 4.37257 0.0 0.1 0.0 -0.552
C -3.20903 -0.34957 3.62827 -0.1 0.0 0.0 -0.274
H -2.07747 1.23180 6.71893 0.0 0.0 0.0 0.048
H -2.76868 1.90791 5.21839 0.0 0.0 0.0 0.058
H -3.71729 0.75182 6.21292 0.0 0.0 0.0 0.052
H -3.23025 0.62577 3.14376 0.0 0.0 0.0 0.055
H -4.18382 -0.60622 4.04385 0.0 0.0 0.0 0.054
H -2.89919 -1.10036 2.90528 0.0 0.0 0.0 0.046
C 1.30801 2.03948 -5.68083 0.0 0.0 0.0 -0.271
S -0.08384 1.22277 -4.89254 0.0 0.0 0.0 0.822
O 0.40643 0.74061 -3.57359 0.1 -0.1 0.0 -0.557
C -0.11446 -0.20860 -5.97675 0.0 0.0 0.0 -0.271
H 1.51730 2.94163 -5.11001 0.0 0.0 0.0 0.049
H 2.17093 1.37442 -5.65999 0.0 0.0 0.0 0.058
H 1.04233 2.30410 -6.70425 0.0 0.0 0.0 0.053
H 0.85223 -0.70969 -5.93468 0.0 0.0 0.0 0.058
H -0.34692 0.10973 -6.99292 0.0 0.0 0.0 0.053
H -0.89502 -0.87243 -5.61131 0.0 0.0 0.0 0.050
```
Forces are in eV/Å.

The calculation puts the frontier orbital gap at 0.354 hartree. As for the LUMO energy: 0.67 eV. For the total energy, the calculation gives -1980.9373 Eh. Its multiplicity is 1.

---

DFT (ωB97M-V/def2-TZVPD) results for 2 unconnected molecules or ions with the total composition C9H21NOS in a non-equilibrium geometry.

```
33
Properties=species:S:1:pos:R:3:forces:R:3:lowdin_charge:R:1
C -2.60974 0.82991 1.76599 0.3 0.6 -0.2 0.026
C -2.41076 -0.22890 0.96985 0.8 0.9 -0.7 -0.358
C -1.38701 -1.28981 1.34437 0.9 0.3 -0.7 -0.137
C -3.00520 -0.36884 -0.47250 -0.8 1.4 3.2 -0.414
C -4.45178 0.04651 -0.35932 0.1 1.4 -0.9 -0.093
C -2.24312 0.46024 -1.45895 0.3 0.5 -2.2 -0.081
H -1.88266 0.97937 2.55907 -0.3 -0.3 0.4 0.052
H -3.28170 1.71566 1.66145 0.4 -1.1 -0.4 0.076
H -0.99925 -1.70337 0.33163 -0.1 0.5 1.9 0.095
H -1.97104 -2.07193 1.82384 0.2 -0.4 0.1 0.067
H -0.53067 -0.91859 2.05368 -1.8 -0.9 -1.5 0.064
H -3.08226 -1.39259 -0.64525 0.6 -1.9 -0.9 0.106
H -4.84945 0.03427 -1.35362 -0.8 -0.3 -0.6 0.071
H -5.02030 -0.54196 0.31993 -0.4 -0.7 0.4 0.075
H -4.57192 1.08727 -0.05762 0.2 0.1 0.2 0.071
H -2.48795 1.53693 -1.33712 0.7 -0.5 0.5 0.096
H -2.56792 0.34323 -2.53571 0.0 -0.5 1.0 0.091
H -1.15470 0.24181 -1.49587 -0.6 0.5 0.4 0.051
C 4.10712 -1.63468 -0.89243 0.6 0.5 1.1 -0.103
C 4.57793 -0.16959 -0.51351 -3.1 -1.6 -0.1 -0.214
C 3.30178 0.70081 -0.66377 0.6 -1.7 0.7 -0.272
N 2.47729 0.35309 0.52043 0.0 0.5 -1.6 -0.431
S 0.87610 0.65016 0.51269 0.3 0.6 1.3 0.923
O 0.61472 2.28705 0.86801 0.2 0.2 -0.8 -0.443
H 4.07120 -1.65120 -1.94978 -0.4 -0.3 -1.2 0.042
H 4.88653 -2.36978 -0.59003 -0.8 0.3 0.0 0.073
H 3.08566 -1.86275 -0.45719 1.4 0.2 -0.4 0.084
H 5.32130 0.19656 -1.15739 1.4 0.2 -0.6 0.083
H 4.86032 -0.27652 0.51914 0.6 0.8 0.4 0.085
H 3.46681 1.73347 -0.72114 0.6 1.7 0.3 0.081
H 2.83716 0.48158 -1.64046 -0.4 -0.4 0.7 0.116
H 3.05360 0.19486 1.34601 -0.7 0.1 0.0 0.091
H 0.96991 2.60770 1.70560 -0.1 -0.6 0.2 0.029
```
Forces are in eV/Å.

The calculation puts the frontier orbital gap at 0.328 hartree. As for the LUMO energy: 0.56 eV. The energy relative to the best compared isomer or geometry (same formula, charge and spin) comes out at 0.00 kcal per mole. For the total energy, the calculation gives -883.5955 Eh. As for the SMILES: C=C(C)C(C)C.CCCNSO. Its multiplicity is 1.

---

DFT (ωB97M-V/def2-TZVPD) results for a single C9H21OP molecule in a non-equilibrium geometry.

```
32
Properties=species:S:1:pos:R:3:forces:R:3:lowdin_charge:R:1
C -2.47405 -1.17055 -0.62763 -1.8 0.8 1.4 -0.140
C -1.18361 -1.73894 -0.04717 -0.2 3.3 3.4 -0.409
C -1.46156 -2.54526 1.22269 -1.3 -0.6 -0.2 -0.150
P 0.18613 -0.18223 0.59959 -2.2 -0.5 -2.7 0.822
O 0.61563 -0.27586 1.99405 0.1 -0.2 1.6 -0.342
C 1.62127 -0.61247 -0.48650 0.1 -0.5 -1.2 -0.504
C 2.96229 -0.18642 0.09936 0.2 4.2 -1.6 -0.119
C 1.51963 -0.17367 -1.98830 -1.9 1.2 0.6 -0.113
C -0.56828 1.59985 0.24907 1.3 -2.1 -1.9 -0.500
C 0.63198 2.49637 0.40980 3.2 -5.0 -2.6 -0.111
C -1.58699 1.91974 1.18919 -1.5 2.9 4.1 -0.167
H -2.24150 -0.31950 -1.26068 -0.2 0.2 -0.1 0.036
H -3.12373 -1.85086 -1.25442 0.9 0.3 0.8 0.084
H -3.19126 -0.75366 0.27960 1.8 -1.0 -2.3 0.123
H -0.59670 -2.27337 -0.69137 1.3 -1.3 -2.0 0.043
H -0.56807 -3.11952 1.62986 -1.2 1.3 0.0 0.094
H -2.16342 -3.33768 0.85541 0.4 0.3 0.4 0.074
H -2.14274 -1.90101 1.91047 1.8 -1.2 -0.6 0.103
H 1.43058 -1.72162 -0.44858 0.7 0.7 -0.2 0.104
H 2.71852 0.88320 0.49583 1.1 -1.7 -0.7 0.075
H 3.29978 -0.67323 0.93146 0.5 -1.7 2.1 0.026
H 3.90232 -0.04529 -0.59597 -2.2 -0.5 0.8 0.118
H 0.39708 -0.43320 -2.28035 2.5 0.6 -0.2 0.099
H 2.29208 -0.71992 -2.53305 -0.5 -0.1 -0.3 0.059
H 1.75097 0.97479 -2.17610 -0.7 -2.3 0.6 0.101
H -1.03591 1.60596 -0.74574 0.6 0.0 -0.1 0.106
H 1.33679 1.93553 1.13448 -0.9 1.4 -1.0 0.084
H 1.13159 2.53400 -0.62605 -0.2 -0.1 1.6 0.098
H 0.57210 3.44346 0.70070 -1.1 4.0 1.5 0.023
H -2.52134 1.38394 1.16655 -0.3 -0.3 -0.2 0.059
H -1.80913 3.05578 1.15334 0.0 -1.6 -0.3 0.116
H -1.17157 1.85969 2.23760 -0.5 -0.3 -0.8 0.104
```
Forces are in eV/Å.

The calculation puts the frontier orbital gap at 0.361 hartree. As for the LUMO energy: 0.88 eV. The energy relative to the best compared isomer or geometry (same formula, charge and spin) comes out at 0.00 kcal per mole. For the total energy, the calculation gives -772.0286 Eh. As for the SMILES: CC(C)P(=O)(C(C)C)C(C)C. Its multiplicity is 1.